## i
# C7H15NO

The molecule C7H15NO (wB97M-V/def2-TZVPD, the OMol25 dataset).

```
! wB97M-V def2-TZVPD RIJCOSX def2/J DEFGRID3
* xyz 0 1
C 1.688 -2.037 2.108
N 2.033 -0.888 1.696
C 0.691 0.115 1.157
C 0.396 -0.358 -0.193
C 1.538 -0.351 -1.190
O -0.305 -1.562 -0.193
C -0.780 1.048 -0.603
C -1.435 1.888 0.484
C -1.839 0.423 -1.500
H 2.428 -2.723 2.559
H 0.648 -2.419 2.102
H -0.091 -0.077 1.892
H 1.160 1.091 1.220
H 2.105 0.579 -1.128
H 2.219 -1.183 -0.987
H 1.165 -0.471 -2.211
H -0.276 -1.943 -1.084
H -0.142 1.709 -1.198
H -0.702 2.482 1.038
H -2.001 1.268 1.184
H -2.134 2.616 0.050
H -1.397 -0.104 -2.350
H -2.457 -0.289 -0.940
H -2.510 1.186 -1.916
*
```

Values from the calculation:
LUMO (eV): 0.8
E_HOMO (eV): -8.325
HOMO-LUMO gap (eV): 9.2
M (u): 129.20

---

## ii
# C7H15NO

The molecule C7H15NO (wB97M-V/def2-TZVPD, the OMol25 dataset).

```
! wB97M-V def2-TZVPD RIJCOSX def2/J DEFGRID3
* xyz 0 1
C -2.231 -0.779 0.300
C -1.041 -0.314 0.955
C -0.329 -0.092 -0.366
C -3.537 -0.070 0.311
H -2.219 -1.778 -0.121
H -1.175 0.608 1.519
H -0.371 -1.011 1.512
H -0.197 -0.984 -0.972
H -0.632 0.778 -0.948
H -4.027 -0.104 -0.667
H -3.432 0.970 0.622
H -4.228 -0.561 1.011
C 2.193 -0.064 -1.170
C 1.543 1.658 0.556
C 1.466 0.183 0.167
O 2.099 -1.444 -1.518
N 1.726 -0.653 1.188
H 2.751 -1.640 -2.197
H 1.935 -1.581 0.812
H 3.240 0.231 -1.035
H 1.757 0.567 -1.955
H 1.114 2.308 -0.209
H 1.013 1.823 1.493
H 2.584 1.949 0.712
*
```

Values from the calculation:
LUMO (spin up / spin down) (eV): 0.6 / -0.2
E_HOMO (spin up / spin down) (eV): -7.931 / -7.114
HOMO-LUMO gap (spin up / spin down) (eV): 8.5 / 7.0
M (u): 129.20

---

Most stable structure, least stable structure: i, ii.

---

## i
# C5H29N2O9

A 9-piece molecular cluster, C5H29N2O9 overall (wB97M-V/def2-TZVPD, the OMol25 dataset).

```
! wB97M-V def2-TZVPD RIJCOSX def2/J DEFGRID3
* xyz 1 1
N 0.780 -1.738 -0.820
C 1.383 -0.644 0.050
C 2.718 -0.097 -0.431
C 0.319 0.422 0.081
N -0.709 0.139 1.004
C -2.040 0.013 0.431
C -2.423 -1.458 0.200
O -1.605 -2.326 0.355
H 1.249 -1.806 -1.685
H -0.271 -1.569 -1.072
H 0.746 -2.555 -0.136
H 1.597 -1.033 1.092
H 2.625 0.225 -1.464
H 3.560 -0.731 -0.309
H 2.986 0.854 0.160
H -0.044 0.690 -1.032
H 0.832 1.393 0.408
H -0.632 0.756 1.941
H -2.662 0.365 1.290
H -2.362 0.577 -0.467
H -3.473 -1.611 -0.232
H 0.691 3.997 -0.781
H -0.539 3.158 -0.279
O -0.036 3.374 -1.017
H -0.441 0.299 3.934
H -1.244 1.369 4.659
O -0.818 1.262 3.829
H -1.310 -2.740 3.212
H -0.727 -2.003 1.929
O -0.563 -2.184 2.875
H -1.323 -1.217 -3.516
H -0.678 0.046 -3.001
O -1.134 -0.755 -2.732
H 0.651 -2.810 2.115
H 1.979 -3.732 1.889
O 1.482 -3.055 1.510
H 1.908 0.365 -3.821
H 1.425 -0.670 -4.689
O 1.863 -0.625 -3.892
H -1.085 2.663 2.910
H -0.174 3.882 2.687
O -0.853 3.335 2.279
H -0.624 2.366 -3.842
H -0.605 2.084 -2.394
O -0.418 1.725 -3.228
*
```

Values from the calculation:
LUMO (eV): -2.3
E_HOMO (eV): -12.265
HOMO-LUMO gap (eV): 10.0
M (u): 261.29

---

## ii
# C5H29N2O9

A 9-piece molecular cluster, C5H29N2O9 overall (wB97M-V/def2-TZVPD, the OMol25 dataset).

```
! wB97M-V def2-TZVPD RIJCOSX def2/J DEFGRID3
* xyz 1 1
O -0.088 2.213 2.702
C -0.465 2.919 1.818
C -0.639 2.438 0.377
C 0.574 3.026 -0.373
C 1.552 2.068 -1.049
C 0.971 1.425 -2.401
N 0.394 0.030 -2.097
N -0.503 0.965 0.297
H -0.504 4.045 1.770
H -1.658 2.753 -0.028
H 1.149 3.853 0.150
H 0.295 3.693 -1.248
H 2.298 2.795 -1.336
H 2.007 1.187 -0.590
H 1.704 1.233 -3.189
H 0.137 2.073 -2.645
H -0.185 -0.105 -1.296
H -0.125 -0.375 -2.895
H -1.403 0.507 0.256
H 1.150 -0.694 -2.097
H 0.147 0.656 1.006
H -1.046 -4.610 -0.428
H -1.150 -3.246 -1.098
O -0.548 -3.996 -0.989
H 0.666 -3.178 -1.915
H 1.997 -3.019 -3.012
O 1.185 -2.729 -2.605
H -4.131 -0.617 0.695
H -2.687 -0.222 1.111
O -3.275 -0.379 0.329
H 2.332 -0.783 1.060
H 2.373 0.485 2.046
O 1.843 -0.221 1.668
H -2.553 -1.210 3.448
H -1.308 -0.353 2.995
O -2.271 -0.426 2.920
H -0.119 -2.492 2.137
H 0.676 -1.259 2.512
O -0.058 -1.814 2.832
H -2.377 -1.866 -2.659
H -2.477 -1.334 -1.048
O -1.994 -1.488 -1.873
H 4.148 -1.192 -0.997
H 3.830 0.232 -0.873
O 3.420 -0.586 -1.181
*
```

Values from the calculation:
LUMO (eV): -2.7
E_HOMO (eV): -12.426
HOMO-LUMO gap (eV): 9.8
M (u): 261.29

---

Most stable structure, least stable structure: ii, i.

---

## i
# C4H6S2

The molecule C4H6S2 (wB97M-V/def2-TZVPD, the OMol25 dataset).

```
! wB97M-V def2-TZVPD RIJCOSX def2/J DEFGRID3
* xyz 0 1
C -1.751 0.784 0.060
S -1.481 -1.186 -0.048
C 0.354 -0.770 -0.371
C 1.769 -0.757 -0.096
C 0.708 0.224 0.521
S -0.142 1.617 -0.168
H -2.387 1.031 -0.749
H -2.029 1.116 0.958
H 0.262 -0.286 -1.348
H 2.108 -1.438 0.686
H 2.178 -0.386 -0.931
H 0.413 0.051 1.484
*
```

Values from the calculation:
LUMO (eV): 0.7
E_HOMO (eV): -8.491
HOMO-LUMO gap (eV): 9.2
M (u): 118.23

---

## ii
# C4H6S2

The molecule C4H6S2 (wB97M-V/def2-TZVPD, the OMol25 dataset).

```
! wB97M-V def2-TZVPD RIJCOSX def2/J DEFGRID3
* xyz 0 1
S 0.493 -2.228 0.134
C -0.072 -0.750 0.185
C -1.249 -0.256 -0.660
C -1.047 1.361 -0.723
S 0.631 1.767 -0.070
C 0.302 0.367 1.061
H -2.177 -0.531 -0.077
H -1.426 -0.745 -1.698
H -1.869 1.841 -0.136
H -0.953 1.786 -1.740
H 1.202 0.035 1.583
H -0.354 0.649 1.862
*
```

Values from the calculation:
LUMO (eV): -0.3
E_HOMO (eV): -8.597
HOMO-LUMO gap (eV): 8.3
M (u): 118.23

---

## iii
# C4H6S2

The molecule C4H6S2 (wB97M-V/def2-TZVPD, the OMol25 dataset).

```
! wB97M-V def2-TZVPD RIJCOSX def2/J DEFGRID3
* xyz 0 1
S -0.007 3.035 0.080
C 0.086 1.425 -0.137
C -0.903 0.375 -0.680
C -0.174 -0.616 0.227
S -0.025 -2.297 -0.400
C 1.032 0.340 0.321
H -0.687 0.199 -1.735
H -1.976 0.496 -0.538
H -0.658 -0.654 1.210
H 0.071 -2.846 0.836
H 1.518 0.451 1.295
H 1.722 0.090 -0.480
*
```

Values from the calculation:
LUMO (eV): -0.2
E_HOMO (eV): -8.653
HOMO-LUMO gap (eV): 8.4
M (u): 118.23

---

Most stable structure, least stable structure: ii, i.

---

## i
# C6H15NO2

The molecule C6H15NO2 (wB97M-V/def2-TZVPD, the OMol25 dataset).

```
! wB97M-V def2-TZVPD RIJCOSX def2/J DEFGRID3
* xyz 0 1
C -3.060 -0.109 -0.519
C -1.799 0.740 -0.531
C -0.406 -0.124 -0.128
N -0.581 -1.020 0.986
C 0.625 0.928 0.182
O 0.640 1.348 1.508
C 2.118 0.276 -0.254
C 2.502 -0.987 0.494
O 2.138 -0.003 -1.640
H -3.920 0.455 -0.883
H -3.294 -0.442 0.493
H -2.935 -0.985 -1.158
H -1.623 1.120 -1.539
H -1.935 1.605 0.123
H -0.118 -0.687 -1.018
H -1.145 -0.585 1.709
H -1.033 -1.879 0.700
H 0.515 1.817 -0.444
H 0.684 0.552 2.054
H 2.836 1.076 -0.017
H 1.753 -1.762 0.348
H 3.448 -1.363 0.106
H 2.617 -0.784 1.556
H 1.972 0.812 -2.126
*
```

Values from the calculation:
LUMO (eV): 0.9
E_HOMO (eV): -8.725
HOMO-LUMO gap (eV): 9.6
M (u): 133.19

---

## ii
# C6H15NO2

A 2-piece molecular cluster, C6H15NO2 overall (wB97M-V/def2-TZVPD, the OMol25 dataset).

```
! wB97M-V def2-TZVPD RIJCOSX def2/J DEFGRID3
* xyz 0 1
C -0.630 -0.307 1.058
C 1.664 -0.983 0.112
C -0.574 -1.305 2.186
C 0.735 0.191 0.461
O 1.214 1.054 1.320
H -1.211 0.573 1.337
H -1.128 -0.706 0.091
H 1.911 -1.496 1.039
H 1.220 -1.687 -0.593
H 2.593 -0.603 -0.311
H -0.173 -2.268 1.867
H -1.563 -1.467 2.621
H 0.074 -0.906 2.971
C -0.050 2.250 -0.760
C -1.633 -0.618 -1.495
N 0.232 0.831 -0.865
O 1.023 0.595 -2.014
H 1.883 1.021 -1.852
H 0.869 2.813 -0.550
H -0.726 2.422 0.074
H -0.499 2.587 -1.694
H -0.833 -0.912 -2.157
H -2.107 0.330 -1.700
H -2.289 -1.407 -1.146
*
```

Values from the calculation:
LUMO (spin up / spin down) (eV): 0.1 / -1.7
E_HOMO (spin up / spin down) (eV): -8.856 / -7.414
HOMO-LUMO gap (spin up / spin down) (eV): 9.0 / 5.8
M (u): 133.19

---

## iii
# C6H15NO2

A 2-piece molecular cluster, C6H15NO2 overall (wB97M-V/def2-TZVPD, the OMol25 dataset).

```
! wB97M-V def2-TZVPD RIJCOSX def2/J DEFGRID3
* xyz 0 1
C 1.969 -1.891 0.556
C 2.117 -0.446 0.977
C 0.753 0.236 1.345
N 0.062 0.485 0.085
C -1.390 0.489 0.154
C -2.026 -0.687 -0.627
C -2.183 -0.234 -2.104
O -2.796 -0.900 -2.897
H 1.034 -2.251 1.019
H 2.116 -2.085 -0.495
H 2.656 -2.589 1.061
H 2.467 0.232 0.162
H 2.883 -0.239 1.725
H 0.176 -0.328 2.078
H 0.863 1.216 1.850
H 0.349 -0.127 -0.667
H -1.787 0.446 1.187
H -1.873 1.318 -0.371
H -1.362 -1.577 -0.723
H -2.973 -1.004 -0.173
H -1.727 0.717 -2.428
O -0.138 3.169 -0.495
H 0.233 2.259 -0.561
H 0.579 3.791 -0.658
*
```

Values from the calculation:
LUMO (eV): 0.9
E_HOMO (eV): -9.298
HOMO-LUMO gap (eV): 10.1
M (u): 133.19

---

Most stable structure, least stable structure: i, ii.

---

## i
# C11H18

A 2-piece molecular cluster, C11H18 overall (wB97M-V/def2-TZVPD, the OMol25 dataset).

```
! wB97M-V def2-TZVPD RIJCOSX def2/J DEFGRID3
* xyz 0 1
C -2.188 3.416 -0.308
C -1.426 2.310 0.481
C -0.186 1.784 -0.026
C 0.482 0.783 0.682
C 0.159 0.424 2.002
C -1.032 0.995 2.474
C -1.770 1.921 1.805
H -1.466 4.082 -0.806
H -2.728 4.047 0.335
H -2.942 3.108 -1.142
H 0.185 2.223 -0.957
H 1.306 0.218 0.255
H 0.618 -0.434 2.498
H -1.450 0.658 3.412
H -2.534 2.410 2.341
C 2.251 -3.077 -0.586
C 1.401 -2.196 -1.397
C 1.567 -2.463 -2.827
C 0.011 -2.355 -0.886
H 3.183 -3.277 -1.128
H 1.896 -3.966 -0.217
H 2.543 -2.456 0.359
H 1.798 -1.087 -1.256
H 1.536 -3.474 -3.075
H 0.883 -1.869 -3.443
H 2.703 -2.251 -3.258
H -0.111 -2.120 0.139
H -0.720 -1.704 -1.479
H -0.309 -3.364 -1.065
*
```

Values from the calculation:
LUMO (eV): 1.0
E_HOMO (eV): -9.001
HOMO-LUMO gap (eV): 10.0
M (u): 150.27

---

## ii
# C11H18

A 2-piece molecular cluster, C11H18 overall (wB97M-V/def2-TZVPD, the OMol25 dataset).

```
! wB97M-V def2-TZVPD RIJCOSX def2/J DEFGRID3
* xyz 0 1
C -2.194 0.305 -2.429
C -0.877 -0.413 -2.319
C 0.309 0.244 -2.034
C 1.481 -0.467 -1.804
C 1.505 -1.844 -1.865
C 0.301 -2.508 -2.117
C -0.847 -1.806 -2.391
H -2.300 0.941 -1.553
H -3.040 -0.360 -2.536
H -2.210 1.017 -3.265
H 0.302 1.333 -2.004
H 2.375 0.137 -1.896
H 2.385 -2.460 -1.781
H 0.316 -3.586 -2.070
H -1.735 -2.368 -2.651
C -0.685 1.777 1.823
C 0.562 0.928 2.027
C 1.253 1.309 3.334
C 0.229 -0.567 2.010
H -1.251 1.472 0.945
H -0.469 2.844 1.790
H -1.366 1.626 2.672
H 1.234 1.177 1.208
H 0.520 1.172 4.136
H 2.125 0.672 3.486
H 1.611 2.338 3.340
H -0.815 -0.729 1.742
H 0.786 -1.130 1.255
H 0.496 -1.055 2.946
*
```

Values from the calculation:
LUMO (eV): 1.0
E_HOMO (eV): -9.052
HOMO-LUMO gap (eV): 10.1
M (u): 150.27

---

Most stable structure, least stable structure: ii, i.

---

## i
# C11H18

A 2-piece molecular cluster, C11H18 overall (wB97M-V/def2-TZVPD, the OMol25 dataset).

```
! wB97M-V def2-TZVPD RIJCOSX def2/J DEFGRID3
* xyz 0 1
C -2.237 -1.769 0.380
C -1.233 -1.278 1.444
C -0.500 -2.301 2.143
C 0.647 -1.856 2.885
C 0.653 -0.544 3.231
C -0.223 0.446 2.773
C -1.175 0.039 1.859
H -3.167 -1.346 0.256
H -2.397 -2.861 0.511
H -1.954 -1.774 -0.713
H -0.846 -3.264 1.774
H 1.550 -2.688 2.988
H 1.480 -0.080 3.830
H 0.330 1.488 2.855
H -1.776 0.892 1.420
C 0.479 -0.159 -1.891
C 0.342 1.351 -1.927
C 1.148 1.956 -0.813
C 0.855 1.719 -3.274
H 0.375 -0.543 -2.895
H -0.226 -0.467 -1.032
H 1.557 -0.295 -1.646
H -0.677 1.725 -1.696
H 1.953 2.626 -1.042
H 0.439 2.411 -0.149
H 1.607 1.197 -0.204
H 1.780 1.242 -3.658
H 0.261 1.400 -4.116
H 0.954 2.736 -3.293
*
```

Values from the calculation:
LUMO (eV): 1.0
E_HOMO (eV): -9.002
HOMO-LUMO gap (eV): 10.0
M (u): 150.27

---

## ii
# C11H18

A 2-piece molecular cluster, C11H18 overall (wB97M-V/def2-TZVPD, the OMol25 dataset).

```
! wB97M-V def2-TZVPD RIJCOSX def2/J DEFGRID3
* xyz 0 1
C 0.836 2.788 -0.203
C 0.169 2.129 1.000
C -1.119 2.538 1.332
C -1.905 1.714 2.039
C -1.378 0.732 2.941
C -0.081 0.401 2.780
C 0.650 1.099 1.813
H 1.894 2.802 -0.241
H 0.397 3.842 -0.176
H 0.409 2.165 -1.018
H -1.744 3.264 0.909
H -3.036 1.832 2.361
H -2.078 0.235 3.499
H 0.722 -0.196 3.424
H 1.632 0.714 1.546
C -0.145 -0.602 -1.795
C 0.744 -1.727 -1.453
C 0.159 -2.416 -0.194
C 0.819 -2.752 -2.662
H -0.093 -0.285 -2.812
H -0.012 0.459 -1.470
H -1.106 -0.689 -1.686
H 1.775 -1.299 -1.518
H 0.049 -3.410 -0.542
H 0.812 -2.461 0.625
H -0.749 -2.113 0.144
H -0.277 -3.091 -2.791
H 1.284 -2.163 -3.400
H 1.373 -3.508 -2.452
*
```

Values from the calculation:
LUMO (eV): 1.0
E_HOMO (eV): -8.930
HOMO-LUMO gap (eV): 9.9
M (u): 150.27

---

Most stable structure, least stable structure: i, ii.